Entry 1:
Density functional theory data (wB97M-V/def2-TZVPD) for a cluster of 3 separate species, C3H5NO3 in total in a non-equilibrium geometry.

Geometry as XYZ:
```
12
Properties=species:S:1:pos:R:3:lowdin_spin:R:1
C 3.542 -0.328 0.325 0.000
C -2.071 -2.176 -0.024 0.306
C -0.884 -1.672 0.720 1.288
N -0.617 1.417 -1.296 0.004
O 4.374 -0.375 -0.470 0.000
O 2.715 -0.256 1.115 0.004
O -0.775 -1.893 -0.514 0.386
H -2.477 -3.305 -0.013 0.003
H -2.742 -1.368 -0.346 0.008
H -0.252 1.943 -1.958 0.000
H -1.533 1.828 -1.052 0.000
H -0.812 0.415 -1.671 0.000
```

Output
* energy relative to the best compared isomer or geometry (same formula, charge and spin): 152.1 kJ/mol
* 2S+1: 3
* HOMO (spin up / spin down): -7.05 / -10.03 eV
* ⟨S²⟩: 2.005

---

Entry 2:
Density functional theory data (wB97M-V/def2-TZVPD) for a cluster of 8 separate species, C42H44ClFN9 in total in a non-equilibrium geometry.

Geometry as XYZ:
```
97
Properties=species:S:1:pos:R:3:lowdin_charge:R:1
C 4.736 1.192 3.009 -0.147
N 4.422 2.374 2.118 -0.143
C 3.269 3.213 2.651 -0.212
N 1.925 2.522 2.547 -0.060
C 0.804 3.101 3.432 0.077
C -0.705 2.426 3.448 0.044
C -1.044 1.124 2.487 -0.363
Cl -2.673 0.238 2.427 0.699
C 0.183 0.553 1.535 -0.036
F 0.061 -0.620 0.618 -0.056
C 1.632 1.321 1.627 0.115
H 3.963 0.295 2.880 0.092
H 5.781 0.771 2.663 0.114
H 4.708 1.490 4.142 0.095
H 5.263 3.016 2.205 0.130
H 3.214 4.281 2.122 0.166
H 3.546 3.455 3.787 0.150
H 1.054 4.051 4.109 0.157
H -1.524 2.898 4.162 0.114
H 2.522 0.917 0.952 0.160
N -7.007 0.118 -0.906 0.059
C -6.694 -0.577 -2.021 -0.139
C -5.478 -1.211 -2.219 -0.067
C -4.520 -1.124 -1.214 -0.076
C -4.812 -0.414 -0.054 -0.106
C -6.058 0.183 0.053 -0.152
H -7.473 -0.613 -2.778 0.106
H -5.281 -1.758 -3.134 0.105
H -3.554 -1.606 -1.333 0.105
H -4.087 -0.327 0.747 -0.020
H -6.335 0.745 0.940 0.092
N 0.735 3.193 -4.539 0.070
C -0.365 2.652 -3.971 -0.151
C -0.420 2.225 -2.654 -0.066
C 0.721 2.357 -1.870 -0.082
C 1.870 2.909 -2.428 -0.071
C 1.827 3.310 -3.753 -0.139
H -1.228 2.567 -4.624 0.096
H -1.332 1.800 -2.249 0.101
H 0.716 2.032 -0.834 0.064
H 2.776 3.024 -1.844 0.093
H 2.697 3.750 -4.233 0.096
N 4.654 6.180 -0.897 0.038
C 5.048 5.484 -1.986 -0.167
C 4.793 5.881 -3.289 -0.085
C 4.087 7.063 -3.490 -0.070
C 3.666 7.801 -2.389 -0.070
C 3.972 7.324 -1.124 -0.158
H 5.592 4.568 -1.777 0.099
H 5.136 5.284 -4.126 0.104
H 3.867 7.406 -4.497 0.111
H 3.114 8.726 -2.512 0.105
H 3.669 7.866 -0.233 0.099
N 2.079 -4.103 0.776 0.054
C 1.926 -5.370 1.219 -0.140
C 0.784 -5.832 1.854 -0.067
C -0.265 -4.941 2.053 -0.075
C -0.136 -3.628 1.611 -0.086
C 1.043 -3.261 0.982 -0.168
H 2.773 -6.026 1.043 0.086
H 0.715 -6.862 2.187 0.090
H -1.175 -5.266 2.549 0.106
H -0.935 -2.909 1.751 0.084
H 1.189 -2.249 0.616 0.073
N -2.961 -1.479 -6.150 0.048
C -2.801 -1.903 -7.423 -0.150
C -1.964 -1.289 -8.341 -0.073
C -1.248 -0.169 -7.932 -0.072
C -1.393 0.293 -6.628 -0.076
C -2.251 -0.391 -5.782 -0.157
H -3.384 -2.779 -7.695 0.103
H -1.873 -1.674 -9.350 0.103
H -0.583 0.340 -8.624 0.108
H -0.849 1.163 -6.278 0.076
H -2.395 -0.071 -4.753 0.090
N -4.131 2.245 4.989 0.035
C -4.928 2.349 3.903 -0.179
C -6.172 2.959 3.916 -0.064
C -6.631 3.492 5.116 -0.063
C -5.834 3.399 6.252 -0.065
C -4.603 2.774 6.139 -0.149
H -4.526 1.915 2.992 0.035
H -6.769 3.016 3.013 0.106
H -7.602 3.976 5.165 0.113
H -6.164 3.804 7.202 0.108
H -3.942 2.680 6.997 0.103
N 3.273 -8.387 2.274 0.050
C 4.238 -8.910 1.487 -0.147
C 4.552 -10.259 1.446 -0.072
C 3.836 -11.127 2.263 -0.074
C 2.837 -10.618 3.086 -0.073
C 2.593 -9.254 3.055 -0.153
H 4.771 -8.192 0.870 0.102
H 5.337 -10.624 0.792 0.104
H 4.055 -12.191 2.259 0.108
H 2.261 -11.268 3.736 0.103
H 1.821 -8.810 3.676 0.098
```

Output
* 2S+1: 1
* HOMO: -11.06 eV
* charge: +1

---

Entry 3:
Density functional theory data (wB97M-V/def2-TZVPD) for a cluster of 2 separate species, C10H16 in total in a non-equilibrium geometry.

Geometry as XYZ:
```
26
Properties=species:S:1:pos:R:3:nbo_charge:R:1
C 0.866 1.933 -0.492 -0.394
C 2.024 3.014 -0.307 -0.608
C 0.580 0.730 0.371 -0.030
C -0.680 0.604 0.887 -0.219
C 1.419 -0.388 0.437 -0.196
C -0.955 -0.393 1.839 -0.204
C 1.223 -1.377 1.447 -0.220
C 0.051 -1.414 2.094 -0.221
H -0.179 2.639 -0.570 0.200
H 1.183 1.385 -1.527 0.203
H 1.588 3.591 0.569 0.215
H -1.484 1.104 0.530 0.208
H 2.231 -0.326 -0.146 0.196
H -1.736 -0.414 2.616 0.221
H 1.912 -2.199 1.384 0.214
H -0.172 -2.141 2.936 0.213
H 2.137 3.594 -1.206 0.216
H 2.975 2.396 -0.190 0.208
C -2.050 -1.097 -2.969 -0.606
C -1.913 -1.768 -1.659 -0.601
H -2.824 -0.370 -3.123 0.206
H -1.093 -0.639 -3.293 0.201
H -2.096 -1.840 -3.898 0.192
H -1.300 -2.578 -1.822 0.207
H -2.968 -2.188 -1.254 0.187
H -1.572 -1.078 -0.896 0.214
```

Output
* energy relative to the best compared isomer or geometry (same formula, charge and spin): 302.2 kJ/mol
* 2S+1: 1
* HOMO: -8.76 eV
* SMILES: CCc1ccccc1.CC

---

Entry 4:
Density functional theory data (wB97M-V/def2-TZVPD) for an isolated molecule of C6H15NO2 in a non-equilibrium geometry.

Geometry as XYZ:
```
24
Properties=species:S:1:pos:R:3:nbo_charge:R:1
C 0.091 2.587 -0.385 -0.249
C -1.413 -0.534 -1.335 -0.606
O 0.373 1.314 -0.919 -0.602
H 0.847 3.294 -0.752 0.174
H 0.064 2.641 0.707 0.166
H -0.880 2.921 -0.767 0.175
H -1.833 0.448 -1.559 0.212
H -0.810 -0.956 -2.140 0.215
H -2.273 -1.177 -1.134 0.179
C 1.658 0.424 1.086 -0.680
C -0.269 -2.246 0.294 -0.633
C 0.817 0.037 -0.124 0.546
C -0.476 -0.741 0.130 0.111
N -1.298 -0.265 1.244 -0.848
O 1.620 -0.668 -1.057 -0.706
H 2.547 -0.527 -0.839 0.478
H -1.653 0.666 1.035 0.359
H -2.110 -0.869 1.352 0.365
H 2.480 1.080 0.779 0.219
H 1.091 0.961 1.847 0.239
H 2.085 -0.467 1.558 0.227
H 0.210 -2.482 1.251 0.214
H -1.226 -2.779 0.228 0.210
H 0.355 -2.663 -0.500 0.235
```

Output
* energy relative to the best compared isomer or geometry (same formula, charge and spin): 224.6 kJ/mol
* 2S+1: 1
* HOMO: -8.97 eV
* SMILES: CO[C@](C)(O)C(C)(C)N

---

Entry 5:
Density functional theory data (wB97M-V/def2-TZVPD) for a cluster of 7 separate species, C24H67N5O7 in total in a non-equilibrium geometry.

Geometry as XYZ:
```
103
Properties=species:S:1:pos:R:3:lowdin_spin:R:1
C 1.724 3.734 -4.558 0.000
C 0.922 2.782 -3.631 0.000
O -0.109 3.535 -3.135 0.000
H 2.647 3.253 -4.881 0.000
H 2.128 4.532 -3.935 0.000
H 1.104 4.007 -5.411 0.000
H 1.530 2.377 -2.822 0.000
H 0.611 1.896 -4.184 0.000
H -0.758 3.560 -3.842 0.000
C -0.326 0.871 -0.717 0.000
C 0.106 -0.239 0.219 0.001
O 1.511 -0.477 0.325 0.005
H -1.333 1.157 -0.413 0.000
H -0.307 0.500 -1.742 0.000
H 0.372 1.707 -0.681 0.000
H -0.318 -1.207 -0.048 0.000
H -0.268 -0.077 1.230 0.001
H 1.750 -1.131 -0.336 0.000
C 3.664 1.663 1.690 0.002
C 2.607 1.676 2.894 0.120
C 1.497 2.779 2.886 0.085
O 2.203 3.999 2.919 0.026
C 1.536 5.121 3.556 0.007
N 2.120 0.345 2.943 0.635
H 3.127 1.557 0.747 0.001
H 4.374 0.839 1.763 0.000
H 4.279 2.562 1.736 0.000
H 3.153 1.871 3.817 0.039
H 0.915 2.663 3.800 0.000
H 0.759 2.650 2.094 0.006
H 1.381 4.930 4.617 0.000
H 0.604 5.416 3.072 0.000
H 2.140 6.026 3.627 0.001
H 1.920 0.140 1.975 0.024
H 1.211 0.284 3.381 0.020
C -4.856 2.658 0.323 0.000
C -5.994 1.615 0.375 0.000
C -5.364 0.244 0.854 0.000
O -4.631 -0.405 -0.151 0.000
C -3.921 -1.576 0.265 0.000
N -6.952 2.092 1.439 0.000
H -5.085 3.587 -0.198 0.000
H -3.941 2.250 -0.107 0.000
H -4.455 3.017 1.271 0.000
H -6.444 1.530 -0.614 0.000
H -6.223 -0.373 1.115 0.000
H -4.829 0.311 1.801 0.000
H -4.680 -2.357 0.250 0.000
H -3.640 -1.501 1.315 0.000
H -3.037 -1.796 -0.334 0.000
H -7.632 1.384 1.677 0.000
H -7.536 2.838 1.089 0.000
C 3.469 -0.398 -2.772 0.000
C 3.578 -1.806 -2.110 0.000
C 4.466 -1.769 -0.834 0.000
O 5.777 -1.368 -1.277 0.000
C 6.649 -0.913 -0.245 0.000
N 2.200 -2.213 -1.708 0.002
H 3.058 0.325 -2.069 0.000
H 2.826 -0.321 -3.649 0.000
H 4.448 -0.025 -3.075 0.000
H 4.078 -2.529 -2.754 0.000
H 4.466 -2.727 -0.314 0.000
H 4.002 -1.041 -0.168 0.000
H 7.026 -1.728 0.373 0.000
H 6.177 -0.196 0.426 0.000
H 7.480 -0.377 -0.702 0.000
H 1.501 -2.035 -2.415 0.000
H 2.132 -3.206 -1.536 0.000
C 0.030 -4.940 -5.124 0.000
C -0.060 -4.504 -3.638 0.000
C -0.395 -3.006 -3.447 0.000
O 0.644 -2.150 -3.953 0.000
C 0.143 -1.364 -4.980 0.000
N -0.971 -5.420 -2.993 0.000
H 0.363 -5.972 -5.230 0.000
H 0.701 -4.313 -5.711 0.000
H -0.937 -4.845 -5.618 0.000
H 0.958 -4.785 -3.369 0.000
H -0.369 -2.879 -2.364 0.000
H -1.389 -2.845 -3.862 0.000
H -0.750 -0.825 -4.663 0.000
H -0.296 -2.027 -5.727 0.000
H 0.964 -0.768 -5.379 0.000
H -1.147 -5.101 -2.051 0.000
H -1.925 -5.373 -3.320 0.000
C -2.252 1.383 3.821 0.000
C -2.646 -0.097 3.970 0.000
C -1.642 -0.961 4.814 0.001
O -0.385 -0.986 4.202 0.007
C 0.668 -1.664 4.922 0.010
N -3.877 -0.148 4.783 0.001
H -2.369 1.749 4.841 0.000
H -2.897 2.001 3.196 0.000
H -1.234 1.525 3.460 0.000
H -2.783 -0.582 3.004 0.000
H -2.008 -1.986 4.758 0.000
H -1.550 -0.675 5.861 0.000
H 0.763 -1.337 5.958 0.000
H 1.644 -1.584 4.442 0.004
H 0.590 -2.751 4.885 0.002
H -4.516 0.490 4.331 0.000
H -3.659 0.250 5.685 0.000
```

Output
* energy relative to the best compared isomer or geometry (same formula, charge and spin): 0.0 kJ/mol
* 2S+1: 2
* HOMO (spin up / spin down): -11.40 / -11.40 eV
* charge: +1
* ⟨S²⟩: 0.755

---

Q: What is the 2S+1 in the third record?
A: 1